Entry 1:
Molecular formula: C5H8N
Method: DFT, ωB97M-V/def2-TZVPD

Each line ends with the natural charge from an NBO analysis.
Geometry (Å):
C  0.88  -0.11  -0.07  0.497
C  -0.57  -0.36  0.24  -0.368
C  2.24  -0.62  -0.01  -0.232
C  -1.59  0.84  0.27  -0.361
C  -1.97  -0.37  -0.56  -0.318
N  1.80  0.81  -0.05  -0.466
H  2.47  -0.93  1.00  0.217
H  2.82  -1.13  -0.80  0.252
H  -0.61  -1.17  0.99  0.284
H  -1.14  1.69  -0.27  0.236
H  -2.06  1.01  1.20  0.247
H  -2.00  -0.21  -1.65  0.248
H  -2.57  -1.24  -0.27  0.262
H  2.28  1.79  -0.02  0.502

Summary:
SMILES	C1[NH+]=C1C1CC1
relative energy (zero: lowest compared OMol25 entry of this formula, charge and spin)	4.110	eV
E_HOMO	-15.121	eV
total charge	+1
LUMO level	-4.91	eV
energy	-249.67409	hartree
HOMO-LUMO gap	10.207	eV

Entry 2:
Molecular formula: C5H8NP
Method: DFT, ωB97M-V/def2-TZVPD

Each line ends with the natural charge from an NBO analysis.
Geometry (Å):
C  -2.20  -1.73  0.74  0.255
C  -1.20  -0.63  0.34  -0.508
C  -0.79  0.22  1.50  -0.659
C  1.90  0.24  -0.92  -0.609
C  0.52  0.74  -1.33  -0.723
N  -2.94  -2.54  1.07  -0.323
P  -0.75  -0.64  -1.28  0.779
H  0.23  0.00  1.79  0.232
H  -0.86  1.28  1.26  0.229
H  -1.44  0.02  2.35  0.239
H  1.88  -0.23  0.06  0.205
H  2.28  -0.49  -1.64  0.212
H  2.60  1.07  -0.88  0.217
H  0.56  1.10  -2.36  0.229
H  0.20  1.57  -0.70  0.223

Summary:
SMILES	CC/P=C(\C)C#N
relative energy (zero: lowest compared OMol25 entry of this formula, charge and spin)	0.710	eV
E_HOMO	-9.586	eV
LUMO level	-0.48	eV
energy	-591.37640	hartree
HOMO-LUMO gap	9.102	eV

Entry 3:
Molecular formula: C6H16NO
Method: DFT, ωB97M-V/def2-TZVPD

Each line ends with the natural charge from an NBO analysis.
Geometry (Å):
C  0.55  -1.07  1.46  -0.245
O  -0.91  -1.15  1.02  -0.610
C  1.51  -1.01  0.29  0.436
C  1.31  -0.09  -0.87  -0.393
C  2.56  0.24  -1.74  -0.588
C  0.75  1.23  -0.46  -0.399
C  -0.26  1.90  -1.50  -0.607
N  -4.27  -0.17  1.70  -1.089
H  0.74  -1.87  2.14  0.239
H  0.58  -0.10  2.10  0.283
H  -0.87  -1.57  0.18  0.464
H  1.99  -1.99  0.15  0.229
H  0.44  -0.56  -1.52  0.367
H  3.13  -0.69  -1.78  0.220
H  2.31  0.66  -2.72  0.255
H  3.12  1.02  -1.30  0.233
H  0.30  1.07  0.52  0.211
H  1.69  1.88  -0.22  0.220
H  -0.39  2.92  -1.28  0.241
H  -1.28  1.38  -1.22  0.219
H  0.01  1.80  -2.53  0.220
H  -5.00  -0.73  2.04  0.373
H  -4.49  0.69  1.16  0.373
H  -3.67  -0.76  1.18  0.345

Summary:
relative energy (zero: lowest compared OMol25 entry of this formula, charge and spin)	5.488	eV
E_HOMO	-12.045	eV
total charge	+1
LUMO level	-7.92	eV
energy	-367.78078	hartree
HOMO-LUMO gap	4.127	eV

Entry 4:
Molecular formula: C34H32N6O
Method: DFT, ωB97M-V/def2-TZVPD

Each line ends with the Löwdin charge.
Geometry (Å):
C  3.91  -3.61  -0.12  -0.060
O  3.41  -3.24  1.18  -0.091
C  2.18  -2.67  1.29  -0.259
C  1.82  -2.20  2.58  -0.001
C  0.58  -1.61  2.78  -0.024
C  -0.38  -1.56  1.74  -0.202
C  -1.73  -1.07  2.02  0.028
C  -2.85  -1.72  1.56  -0.228
C  -4.15  -1.42  2.04  -0.204
N  -5.24  -1.18  2.41  0.183
C  -2.77  -2.86  0.72  -0.195
N  -2.75  -3.80  0.01  0.189
C  0.01  -2.00  0.45  -0.027
C  1.26  -2.54  0.22  -0.002
H  4.90  -4.01  0.08  0.091
H  3.27  -4.37  -0.59  0.094
H  3.98  -2.73  -0.78  0.097
H  2.53  -2.31  3.39  0.120
H  0.31  -1.24  3.76  0.119
H  -1.84  -0.27  2.74  0.110
H  -0.69  -1.91  -0.38  0.114
H  1.54  -2.89  -0.78  0.107
C  -2.85  7.82  5.07  -0.096
C  -1.80  7.07  5.61  -0.087
C  -1.18  6.09  4.83  -0.053
C  -1.60  5.84  3.52  -0.197
C  -0.87  4.78  2.72  -0.109
N  -1.45  4.50  1.40  -0.104
C  -0.84  5.26  0.33  -0.141
C  -1.58  5.21  -0.99  -0.138
N  -2.77  4.38  -0.98  -0.086
C  -3.42  4.31  -2.26  -0.146
C  -4.77  3.66  -2.12  -0.148
N  -4.67  2.40  -1.42  -0.097
C  -5.91  1.62  -1.45  -0.117
C  -5.71  0.13  -1.59  -0.235
C  -6.81  -0.70  -1.32  -0.050
C  -6.66  -2.09  -1.33  -0.079
C  -5.41  -2.65  -1.64  -0.100
C  -4.34  -1.83  -1.98  -0.100
C  -4.49  -0.43  -1.98  -0.047
C  -3.82  2.31  -0.34  -0.129
C  -3.82  1.22  0.57  -0.079
N  -2.99  1.18  1.60  0.009
C  -2.27  2.23  1.96  -0.077
C  -2.16  3.36  1.11  -0.131
C  -2.89  3.34  -0.10  -0.081
C  -2.65  6.59  2.98  -0.034
C  -3.27  7.59  3.76  -0.081
H  -3.33  8.60  5.67  0.100
H  -1.46  7.24  6.63  0.102
H  -0.35  5.49  5.23  0.114
H  0.16  5.12  2.55  0.132
H  -0.81  3.85  3.31  0.109
H  -0.76  6.30  0.67  0.124
H  0.18  4.89  0.16  0.125
H  -1.89  6.21  -1.29  0.124
H  -0.89  4.84  -1.77  0.124
H  -3.53  5.33  -2.64  0.127
H  -2.81  3.74  -2.98  0.136
H  -5.46  4.34  -1.58  0.136
H  -5.20  3.45  -3.10  0.126
H  -6.51  1.81  -0.54  0.141
H  -6.49  1.99  -2.30  0.127
H  -7.76  -0.24  -1.05  0.116
H  -7.50  -2.73  -1.08  0.104
H  -5.28  -3.73  -1.60  0.099
H  -3.37  -2.26  -2.24  0.095
H  -3.65  0.21  -2.25  0.115
H  -4.51  0.39  0.44  0.082
H  -1.74  2.17  2.91  0.101
H  -3.00  6.40  1.96  0.111
H  -4.09  8.17  3.33  0.102

Summary:
SMILES	c1ccc(CN2CCN3CCN(Cc4ccccc4)c4cncc2c43)cc1.COc1ccc(C=C(C#N)C#N)cc1
E_HOMO	-7.257	eV
LUMO level	-0.24	eV
energy	-1718.51479	hartree
HOMO-LUMO gap	7.022	eV

Entry 5:
Molecular formula: C27H55NO7S
Method: DFT, ωB97M-V/def2-TZVPD

Each line ends with the Löwdin charge.
Geometry (Å):
C  6.42  1.47  0.95  -0.137
C  6.34  0.22  2.00  -0.265
C  4.85  -0.01  2.59  -0.211
C  3.94  -0.99  1.65  -0.191
C  3.46  -2.28  2.48  -0.197
C  1.85  -2.45  2.57  -0.188
C  1.35  -3.85  1.95  -0.220
C  0.29  -4.65  2.85  -0.214
C  -1.12  -3.90  3.08  -0.206
C  -1.59  -2.96  1.86  -0.196
C  -3.18  -3.04  1.53  -0.196
C  -4.12  -3.17  2.82  -0.218
C  -4.10  -1.89  3.80  -0.196
C  -4.98  -0.73  3.06  -0.190
C  -3.94  0.27  2.30  -0.235
C  -3.79  1.69  3.07  -0.193
C  -2.46  2.53  2.62  -0.190
C  -1.79  1.97  1.27  -0.232
C  -0.56  2.86  0.70  -0.162
C  -0.68  2.83  -0.92  -0.085
C  -0.46  1.37  -1.56  -0.379
O  0.10  1.71  -2.89  -0.028
C  -0.89  2.36  -3.68  -0.193
N  -1.87  2.52  -4.39  0.177
C  -1.67  0.33  -1.64  -0.072
O  -1.21  -1.07  -1.74  -0.216
S  0.47  -1.00  -1.72  0.812
O  0.81  -1.15  -3.19  -0.286
O  1.24  -2.13  -1.09  -0.263
O  0.64  0.55  -1.03  -0.152
H  5.78  1.29  0.01  0.044
H  6.18  2.47  1.45  0.073
H  7.52  1.54  0.61  0.077
H  7.00  0.54  2.90  0.099
H  6.82  -0.72  1.56  0.102
H  4.95  -0.44  3.65  0.095
H  4.32  1.01  2.65  0.102
H  4.66  -1.34  0.81  0.108
H  3.09  -0.43  1.11  0.093
H  3.98  -3.20  1.99  0.105
H  3.83  -2.29  3.58  0.105
H  1.42  -1.62  1.87  0.088
H  1.43  -2.24  3.61  0.110
H  2.30  -4.53  1.89  0.105
H  0.99  -3.76  0.85  0.088
H  0.77  -4.77  3.90  0.113
H  0.06  -5.72  2.49  0.107
H  -1.03  -3.24  4.02  0.106
H  -1.89  -4.73  3.34  0.106
H  -1.04  -3.14  0.87  0.097
H  -1.40  -1.87  2.21  0.094
H  -3.45  -2.07  0.94  0.097
H  -3.30  -3.90  0.77  0.115
H  -5.21  -3.26  2.42  0.110
H  -3.95  -4.10  3.46  0.096
H  -3.05  -1.52  4.07  0.105
H  -4.64  -2.13  4.79  0.109
H  -5.60  -0.11  3.82  0.106
H  -5.72  -1.17  2.29  0.105
H  -2.93  -0.30  2.32  0.073
H  -4.19  0.39  1.18  0.105
H  -3.72  1.42  4.20  0.114
H  -4.72  2.35  2.92  0.115
H  -1.72  2.62  3.50  0.118
H  -2.85  3.60  2.39  0.111
H  -2.63  2.01  0.46  0.105
H  -1.42  0.89  1.33  0.108
H  -0.55  3.91  1.14  0.120
H  0.41  2.31  1.01  0.121
H  -1.72  3.28  -1.16  0.148
H  0.17  3.50  -1.30  0.141
H  -2.41  0.25  -0.76  0.127
H  -2.40  0.39  -2.54  0.161
C  -2.28  2.66  -7.98  -0.100
C  -3.27  3.62  -8.62  -0.329
O  -4.60  3.21  -8.35  -0.090
H  -2.44  1.65  -8.36  0.077
H  -1.25  2.96  -8.19  0.074
H  -2.43  2.62  -6.90  0.031
H  -3.14  3.64  -9.71  0.110
H  -3.13  4.64  -8.24  0.106
H  -4.71  3.21  -7.39  0.081
C  4.41  1.55  -4.03  -0.085
C  4.29  1.01  -2.62  -0.303
O  5.05  1.82  -1.72  -0.114
H  5.46  1.56  -4.35  0.078
H  3.84  0.93  -4.73  0.077
H  4.05  2.58  -4.09  0.072
H  4.68  -0.01  -2.56  0.122
H  3.25  1.01  -2.29  0.095
H  4.70  2.72  -1.77  0.093

Summary:
SMILES	CCCCCCCCCCCCCCCCCCCC[C@]1(OC#N)COS(=O)(=O)O1.CCO.CCO
E_HOMO	-9.926	eV
LUMO level	-0.24	eV
energy	-2041.00536	hartree
HOMO-LUMO gap	9.687	eV